Entry from the Open Molecules 2025 dataset: a structure of composition C37H42FN5O6SiY (ωB97M-V/def2-TZVPD).

- Kohn-Sham gap: 6.21 eV
- Relative energy (zero: lowest compared OMol25 entry of this formula, charge and spin): 0.0 kJ/mol
- HOMO: -4.11 eV
- E_LUMO: 2.105 eV
- Total charge: -1

Geometry (Å):
Y 0.259 -0.147 0.642
C -0.083 -0.870 3.843
N -0.767 -1.494 2.700
C -0.350 -2.913 2.690
C -0.784 -3.679 1.449
C 0.170 -3.622 0.264
N 0.165 -2.379 -0.505
C 0.325 -2.531 -1.767
C 0.607 -1.546 -2.790
C 0.578 -1.981 -4.124
C 0.895 -1.144 -5.167
C 1.296 0.166 -4.877
C 1.366 0.613 -3.581
C 1.001 -0.219 -2.502
O 1.037 0.232 -1.295
C -2.241 -1.396 2.876
C -2.944 -0.621 1.770
C -2.808 0.890 1.850
N -1.407 1.290 1.959
C -1.186 2.407 2.536
C 0.082 3.078 2.727
C 0.061 4.349 3.321
C 1.214 5.062 3.548
C 2.438 4.486 3.182
C 2.496 3.238 2.610
C 1.320 2.491 2.355
O 1.388 1.311 1.840
H -0.331 -1.402 4.773
H -0.381 0.171 3.939
H 0.993 -0.920 3.698
H -0.774 -3.395 3.585
H 0.736 -2.939 2.787
H -1.786 -3.374 1.143
H -0.861 -4.734 1.727
H -0.053 -4.463 -0.405
H 1.188 -3.763 0.642
H 0.301 -3.557 -2.159
H 0.284 -3.006 -4.326
H 0.845 -1.493 -6.190
H 1.557 0.841 -5.684
H 1.678 1.621 -3.346
H -2.453 -0.942 3.850
H -2.656 -2.406 2.914
H -4.010 -0.866 1.778
H -2.571 -0.941 0.794
H -3.385 1.290 2.695
H -3.211 1.314 0.925
H -2.046 2.958 2.943
H -0.901 4.771 3.598
H 1.179 6.045 3.999
H 3.359 5.031 3.357
H 3.443 2.784 2.337
C -3.532 -2.892 -0.790
Si -3.255 -1.478 -2.013
C -4.964 -0.703 -2.260
C -2.884 -2.503 -3.572
N -2.119 -0.311 -1.495
C -1.921 0.774 -2.296
C -2.276 0.924 -3.664
C -2.001 2.067 -4.398
C -1.354 3.158 -3.833
C -0.997 3.073 -2.490
C -1.289 1.929 -1.797
F -0.967 1.900 -0.462
H -4.373 -3.477 -1.176
H -3.780 -2.600 0.231
H -2.667 -3.559 -0.764
H -5.694 -1.433 -2.621
H -4.933 0.127 -2.968
H -5.327 -0.304 -1.308
H -3.756 -3.129 -3.788
H -2.043 -3.175 -3.384
H -2.645 -1.932 -4.469
H -2.764 0.102 -4.167
H -2.292 2.096 -5.443
H -1.132 4.046 -4.409
H -0.493 3.880 -1.973
O 3.195 -2.068 3.101
C 3.010 -1.325 2.143
O 1.978 -1.336 1.387
C 4.069 -0.287 1.808
C 5.028 0.014 2.763
C 5.972 1.009 2.539
C 5.976 1.701 1.342
C 5.025 1.369 0.390
C 4.063 0.398 0.597
N 5.039 2.102 -0.889
O 5.834 3.020 -1.002
O 4.279 1.744 -1.760
H 5.007 -0.540 3.692
H 6.704 1.249 3.300
H 6.690 2.483 1.132
H 3.317 0.197 -0.162